(1)
This record from the Open Molecules 2025 dataset describes the ion C9H13N4S with charge +1. The level of theory is wB97M-V/def2-TZVPD.

Summary:
highest occupied orbital energy	-11.81	eV
Kohn-Sham gap	7.6	eV
SMILES	[NH3+]N1C=N[C@@]23SC=N[C@@H]2CCCC3=C1
total charge	+1

Geometry (Å):
C1 -1.4100 0.0088 -1.1883
C2 -1.7664 -1.3976 0.7636
C3 0.9815 1.0752 2.8292
C4 -0.1356 0.2196 -0.7175
C5 0.8790 0.8126 -1.6297
C6 2.2585 0.1464 -1.3738
C7 2.6373 0.3506 0.1466
C8 1.6434 -0.2433 1.1088
C9 0.2003 -0.1654 0.6907
N1 -0.5591 -1.2658 1.1140
N2 1.7778 0.2493 2.4115
N3 -2.2938 -0.6141 -0.2358
N4 -3.6967 -0.6432 -0.6776
S1 -0.4497 1.4557 1.8124
H1 -1.7384 0.5476 -2.0813
H2 -2.3833 -2.2159 1.1581
H3 0.7968 1.5218 3.7714
H4 0.5196 0.6602 -2.6014
H5 1.0948 1.8936 -1.4870
H6 2.1274 -1.0089 -1.5737
H7 3.0413 0.5263 -2.0216
H8 3.5942 -0.0733 0.3187
H9 2.8426 1.4834 0.2208
H10 1.9639 -1.3169 1.3728
H11 -4.1482 0.2806 -0.3538
H12 -4.1296 -1.4604 -0.0775
H13 -3.6478 -0.8268 -1.6999

Formally, the Mulliken partial charges of the atoms, in units of the elementary charge, are as follows: atom 1 (C): -0.763, atom 2 (C): -0.179, atom 3 (C): -0.073, atom 4 (C): 0.314, atom 5 (C): -1.112, atom 6 (C): -0.765, atom 7 (C): -0.930, atom 8 (C): 0.229, atom 9 (C): 0.986, atom 10 (N): -0.491, atom 11 (N): -0.565, atom 12 (N): 0.201, atom 13 (N): -0.432, atom 14 (S): -0.179, atom 15 (H): 0.437, atom 16 (H): 0.300, atom 17 (H): 0.412, atom 18 (H): 0.507, atom 19 (H): 0.300, atom 20 (H): 0.296, atom 21 (H): 0.449, atom 22 (H): 0.367, atom 23 (H): 0.255, atom 24 (H): 0.279, atom 25 (H): 0.400, atom 26 (H): 0.378, atom 27 (H): 0.379


(2)
This record from the Open Molecules 2025 dataset describes a cluster of 2 separate species, C9H13N4S in total. The level of theory is wB97M-V/def2-TZVPD.

Summary:
highest occupied orbital energy (spin up / spin down)	-11.50 / -11.50	eV
Kohn-Sham gap (spin up / spin down)	6.4 / 6.4	eV
total charge	+1

Geometry (Å):
C1 1.8518 0.4455 -1.9579
C2 2.2305 1.4130 -1.0154
C3 1.2030 -0.6859 -1.5002
C4 1.7042 1.4050 0.2146
C5 0.7600 -0.7925 -0.1872
C6 0.9063 0.3171 0.7170
C7 -1.9917 -0.1697 -0.8808
C8 -2.8166 0.9525 1.1714
C9 0.5593 -1.0260 2.8094
N1 -1.7225 -0.8077 0.3141
N2 -1.5334 -0.6461 -2.0094
N3 0.3029 0.2615 1.9198
N4 -1.9834 -0.1528 1.3338
S1 -2.9191 1.2777 -0.7787
H1 2.0411 0.4320 -3.0587
H2 2.8068 2.2097 -1.4312
H3 1.1112 -1.5291 -2.1797
H4 1.8744 2.2360 0.9013
H5 0.2724 -1.6354 0.1473
H6 -3.7461 0.9761 1.6351
H7 -2.3302 1.9042 1.4439
H8 0.8314 -1.7406 2.0276
H9 1.3502 -0.7743 3.5748
H10 -0.4498 -1.3736 3.2099
H11 -0.8223 -1.3135 -2.1784
H12 -1.7125 -0.0836 -2.8220
H13 0.3179 1.1019 2.3943

Formally, the Mulliken partial charges of the atoms, in units of the elementary charge, are as follows: atom 1 (C): -0.756, atom 2 (C): -0.609, atom 3 (C): -0.891, atom 4 (C): -0.677, atom 5 (C): -0.623, atom 6 (C): 0.895, atom 7 (C): 0.600, atom 8 (C): -0.558, atom 9 (C): -0.766, atom 10 (N): -0.106, atom 11 (N): -0.223, atom 12 (N): -0.158, atom 13 (N): -0.089, atom 14 (S): -0.103, atom 15 (H): 0.356, atom 16 (H): 0.394, atom 17 (H): 0.897, atom 18 (H): 0.316, atom 19 (H): 0.703, atom 20 (H): 0.448, atom 21 (H): 0.320, atom 22 (H): 0.298, atom 23 (H): 0.328, atom 24 (H): 0.273, atom 25 (H): 0.293, atom 26 (H): 0.198, atom 27 (H): 0.241


Preferred: (2); penalty for the next structure: 0.830 eV.